Run a
17
Properties=species:S:1:pos:R:3 method="wB97M-V/def2-TZVPD" mol_weight_g_mol=89.138 charge=0 homo_lumo_gap_ev=10.368 homo_ev=-9.489 smiles=CC(C)(N)CO
O -2.1271 -0.0850 -0.1513
N 1.5807 -0.4447 -0.7244
C -0.9622 -0.4207 -0.8891
C 0.3068 1.5030 0.1705
C 0.2087 -0.8594 1.2103
C 0.3396 -0.0710 -0.0319
H -0.2620 1.8282 1.1260
H 1.7153 0.1438 -1.4947
H -0.3598 1.7329 -0.6453
H -0.8249 -0.0848 -2.0601
H -1.8608 0.5512 0.4678
H 1.2234 -1.1522 1.5936
H 1.4688 -1.4006 -1.0594
H -0.5072 -1.6175 1.2479
H -0.1555 -0.2016 2.1382
H -1.0476 -1.5113 -1.0453
H 1.2638 2.0897 0.1472

=====

Run b
17
Properties=species:S:1:pos:R:3 method="wB97M-V/def2-TZVPD" mol_weight_g_mol=89.138 charge=0 homo_lumo_gap_ev=10.966 homo_ev=-10.169 smiles="C=NCCC.O"
O -3.4181 0.2810 -0.5160
N -0.4468 -0.0001 0.8890
C 0.6401 0.7237 0.1425
C 1.0692 -0.0962 -1.0242
C 1.7271 -1.4153 -0.5771
C -0.9815 0.7144 1.8011
H -1.8087 0.2595 2.3339
H -2.7650 0.7220 0.0373
H 0.1494 1.6373 -0.2206
H 1.1145 -2.0723 0.0214
H 1.4877 0.9658 0.7901
H -2.8654 -0.0702 -1.1985
H 1.6786 0.4082 -1.7691
H 2.0849 -1.9234 -1.4667
H 2.6036 -1.2323 0.0607
H -0.4197 1.5659 2.1990
H 0.1500 -0.4680 -1.5029

=====

Quick one: most stable of them? run b

=====

Run a
17
Properties=species:S:1:pos:R:3 method="wB97M-V/def2-TZVPD" mol_weight_g_mol=89.138 charge=0 homo_lumo_gap_ev=10.420 homo_ev=-9.596 smiles="C=NCCC.O"
O -1.1006 -0.1532 -3.4693
N -0.0273 -1.6737 0.3698
C 1.0076 -0.6212 0.3734
C -0.7613 -1.7993 1.4085
C -0.0479 1.7087 0.8119
C 0.6562 0.7461 -0.2336
H -1.3953 -2.7142 1.4898
H 0.2715 1.5696 1.9611
H -0.6434 -0.9897 -3.1748
H -0.9537 -1.0534 2.1706
H 0.0807 0.6194 -1.2856
H -1.0059 0.3274 -2.6647
H 1.2829 -0.6080 1.4870
H 1.9487 -1.1061 -0.0508
H 1.6547 1.3472 -0.4431
H -1.1863 1.6368 0.6993
H 0.2196 2.7636 0.5506

=====

Run b
17
Properties=species:S:1:pos:R:3 method="wB97M-V/def2-TZVPD" mol_weight_g_mol=89.138 charge=0 homo_lumo_gap_ev=10.138 homo_ev=-9.037 smiles=COCCCN
O 1.2843 -0.3032 -0.4184
N -2.7945 -0.4510 -0.2143
C -1.3798 -0.5521 0.0638
C 2.6305 -0.6287 -0.0461
C 0.7047 0.8854 0.1066
C -0.7290 0.8206 -0.3072
H -3.2744 0.2200 0.3524
H 2.7430 -1.0234 1.0325
H -1.1575 1.6381 0.2914
H -0.8827 1.0876 -1.3873
H -1.1690 -0.6617 1.1329
H -0.8682 -1.3798 -0.5064
H 0.7736 0.9615 1.2201
H 3.2606 0.3416 -0.1781
H -3.3065 -1.3162 -0.0759
H 1.1336 1.7547 -0.3550
H 3.0311 -1.3933 -0.7111

=====

Run c
17
Properties=species:S:1:pos:R:3 method="wB97M-V/def2-TZVPD" mol_weight_g_mol=89.138 charge=0 homo_lumo_gap_ev=10.759 homo_ev=-9.924 smiles="CC(N)=O.CC"
O 0.2233 0.2167 -1.6239
N -1.6408 -1.0107 -1.9014
C 0.9710 2.0548 1.0666
C 0.1039 1.0832 1.8921
C 0.3091 -2.0059 -0.7813
C -0.3770 -0.8270 -1.4369
H -2.1143 -1.8860 -1.7817
H -2.0186 -0.2744 -2.4778
H 0.8900 1.8591 -0.0004
H 1.3113 -1.6639 -0.5294
H 0.2639 -2.9019 -1.4061
H 0.6019 3.0815 1.1821
H -0.3344 0.3535 1.2084
H 0.6618 0.4879 2.6068
H -0.1567 -2.2992 0.1700
H 2.0073 2.1133 1.4125
H -0.7018 1.6190 2.4004

=====

Quick one: most stable of them? run c

=====

Run a
17
Properties=species:S:1:pos:R:3 method="wB97M-V/def2-TZVPD" mol_weight_g_mol=89.138 charge=0 homo_lumo_gap_ev=9.988 homo_ev=-9.110 smiles=NCCCCO
O -0.0082 -1.5339 -1.9504
N 0.0344 2.0795 0.7192
C -0.7720 -0.6048 -1.1888
C 1.0946 1.0912 0.6269
C 0.7644 -0.3772 0.8763
C -0.6000 -0.8136 0.2970
H 0.7700 -0.5891 1.9463
H -0.5614 -2.1964 -2.3412
H -0.5416 2.0315 1.5387
H -1.4305 -0.4110 0.8826
H -1.8272 -0.7232 -1.4408
H -0.5798 2.0606 -0.0804
H -0.4762 0.3989 -1.5061
H -0.6624 -1.9026 0.3876
H 1.4905 1.1518 -0.3899
H 1.4177 -1.0402 0.3018
H 1.8876 1.3786 1.3211

=====

Run b
17
Properties=species:S:1:pos:R:3 method="wB97M-V/def2-TZVPD" mol_weight_g_mol=89.138 charge=0 homo_lumo_gap_ev=10.790 homo_ev=-9.952 smiles="CC(N)=O.CC"
O 0.2073 0.1799 1.7973
N -0.5574 2.2815 1.6269
C 0.2290 1.2395 1.2014
C -1.0256 -1.6987 -1.3767
C 1.2014 1.6210 0.1074
C 0.1787 -2.1870 -0.5278
H 0.9217 1.0765 -0.7903
H -1.2514 -0.6618 -1.1232
H 2.1837 1.2500 0.3825
H -0.8111 3.0708 1.0590
H 1.1711 2.6827 -0.0765
H -1.9093 -2.3162 -1.2282
H -0.0774 -2.8181 0.3184
H -1.2926 2.0037 2.2625
H 0.8854 -2.7472 -1.1423
H 0.6652 -1.3321 -0.0679
H -0.7186 -1.6446 -2.4228

=====

Quick one: most stable of them? run b